Formula: C22H70O13
Source: the OMol25 dataset
Level of theory: ωB97M-V/def2-TZVPD

XYZ file:
```
105
Properties=species:S:1:pos:R:3:forces:R:3
O 6.3555 -17.4310 13.7567 0.485 -0.294 -0.126
H 7.2141 -17.6759 13.3645 -0.342 -0.037 0.087
H 6.0090 -18.2757 14.0765 0.004 0.240 -0.083
O 8.4520 -14.0279 8.8926 -0.157 -0.467 0.140
H 9.0528 -13.7994 9.6128 -0.188 -0.046 -0.099
H 7.9676 -14.8187 9.2194 0.277 0.524 0.028
C 10.5424 -16.9713 10.5247 0.220 0.398 0.100
C 9.8990 -17.5495 11.7551 0.345 -0.781 0.399
O 8.6697 -18.2495 11.4469 0.207 0.633 0.583
H 9.9051 -16.2457 10.0231 -0.165 -0.094 -0.119
H 10.8039 -17.7803 9.8457 0.030 0.066 -0.195
H 11.4552 -16.4326 10.8023 -0.020 -0.174 -0.026
H 9.7069 -16.8120 12.5360 -0.394 0.162 -0.296
H 10.6079 -18.2502 12.2240 -0.209 -0.034 -0.134
H 8.8824 -19.0756 10.9864 -0.083 -0.111 -0.178
C 8.5241 -19.0312 7.8979 -0.103 -0.398 -0.291
C 8.0551 -20.3032 8.5708 -0.326 -0.363 0.204
O 8.8925 -20.5994 9.7381 -0.679 -0.043 -0.756
H 9.5598 -19.1548 7.5829 0.091 0.210 0.138
H 8.3969 -18.1568 8.5305 0.142 0.040 0.132
H 7.9399 -18.8623 6.9846 -0.007 -0.067 0.189
H 8.0688 -21.1546 7.8705 0.389 0.215 0.161
H 6.9929 -20.2300 8.8602 0.405 0.190 0.223
H 8.7053 -21.5192 9.9804 0.132 0.385 0.061
C 5.8655 -13.9761 5.9452 0.359 0.066 0.385
C 5.4918 -15.4393 6.0033 -0.491 -0.020 -0.120
O 4.4876 -15.7684 5.0278 0.304 -0.292 0.100
H 6.4215 -13.7276 5.0411 -0.143 -0.020 -0.101
H 6.5041 -13.7087 6.7941 -0.028 -0.060 -0.064
H 4.9687 -13.3544 6.0176 0.006 -0.012 -0.068
H 5.1072 -15.6941 7.0000 -0.013 0.059 -0.122
H 6.3460 -16.0947 5.8149 0.026 0.121 -0.055
H 4.0759 -14.9627 4.7099 0.002 0.128 0.090
C 3.5745 -15.1885 13.5275 0.303 0.491 -1.108
C 2.2765 -14.4395 13.8240 0.494 0.148 0.776
O 2.2181 -13.1937 13.0967 -0.040 -0.528 0.247
H 3.6690 -16.2160 13.8741 -0.435 -0.020 0.105
H 4.4845 -14.6766 13.8644 -0.313 0.171 0.220
H 3.6540 -15.1744 12.4290 0.083 -0.363 0.233
H 2.1983 -14.2642 14.9122 -0.125 0.113 -0.342
H 1.4107 -15.0335 13.5327 0.054 0.115 -0.202
H 2.7295 -12.5262 13.5684 0.007 -0.132 -0.033
C 1.3899 -13.5467 6.6604 -0.217 0.953 0.273
C 0.9838 -13.5108 8.1314 -0.036 -0.574 -0.240
O 1.9876 -14.1616 8.9620 -0.538 0.768 -0.335
H 1.6412 -14.5552 6.3536 0.146 -0.091 -0.115
H 2.1989 -12.8337 6.4707 0.249 -0.408 0.053
H 0.5609 -13.1589 6.0517 0.001 -0.346 0.117
H 0.0230 -14.0417 8.2153 0.331 -0.016 0.331
H 0.8065 -12.4803 8.4522 0.153 -0.105 0.081
H 2.2409 -13.5219 9.6390 0.028 -0.152 -0.044
C 8.6289 -13.5352 15.0544 0.407 -0.110 -0.059
C 7.6626 -14.5372 14.4698 -0.055 0.643 0.645
O 8.0906 -14.8711 13.1708 -0.055 -0.395 -0.278
H 9.6435 -13.9404 15.0843 -0.044 -0.010 -0.021
H 8.3448 -13.2785 16.0748 -0.070 0.091 -0.030
H 8.6475 -12.6378 14.4372 0.014 0.105 0.069
H 6.6836 -14.0374 14.4552 -0.125 -0.342 -0.126
H 7.6041 -15.4123 15.1196 -0.124 -0.120 -0.093
H 7.4905 -15.5513 12.8370 -0.013 0.283 -0.158
C 4.9425 -15.2073 9.9898 -0.530 0.179 0.262
C 5.7208 -16.4369 10.3459 -0.148 -0.958 -0.421
O 7.1114 -16.1419 10.3427 0.244 -0.192 0.541
H 3.8788 -15.4542 9.9407 0.052 -0.077 -0.260
H 5.2608 -14.8440 9.0150 -0.049 0.153 -0.015
H 5.0094 -14.3994 10.7214 0.371 -0.091 -0.015
H 5.5043 -17.2063 9.5765 0.153 0.203 0.028
H 5.4028 -16.9236 11.2781 0.128 0.503 0.177
H 7.6002 -16.8521 10.8103 -0.196 0.054 -0.476
C 1.1165 -17.6388 8.9236 0.307 0.117 -0.165
C 1.1091 -17.5454 10.4429 -0.512 -0.552 -0.421
O 0.8614 -16.2374 10.9024 0.366 0.094 0.354
H 1.2273 -18.6775 8.5996 0.058 0.044 0.043
H 1.9529 -17.0568 8.5196 -0.031 -0.113 -0.006
H 0.2110 -17.2402 8.4638 -0.108 0.008 0.236
H 2.0377 -17.9884 10.8300 0.041 0.281 0.128
H 0.2954 -18.1630 10.8349 0.046 0.088 0.045
H 1.6161 -15.6836 10.6607 -0.278 0.064 -0.193
C 3.6961 -18.8515 6.6912 0.262 -0.340 0.277
C 4.2540 -20.1464 6.1493 -0.303 -0.517 0.269
O 3.7201 -21.2462 6.9367 0.237 0.467 -0.286
H 4.1904 -18.0243 6.1833 -0.287 0.163 -0.010
H 3.8762 -18.7790 7.7666 0.152 0.031 -0.017
H 2.6168 -18.8216 6.5618 -0.013 0.158 -0.213
H 5.3489 -20.1654 6.2060 -0.065 0.077 -0.033
H 3.9513 -20.2430 5.0973 0.139 -0.164 0.146
H 4.1850 -22.0560 6.6992 -0.076 0.127 -0.060
C 6.0468 -11.9497 11.9674 0.005 -0.112 -0.386
C 6.3366 -11.0300 13.1379 -0.730 0.067 -0.118
O 5.2731 -10.0705 13.3513 0.587 -0.210 -0.149
H 5.2355 -12.6561 12.1576 0.022 0.087 0.214
H 6.9400 -12.5222 11.6954 -0.110 -0.022 0.082
H 5.7465 -11.3753 11.0840 0.135 0.047 0.075
H 7.3013 -10.5415 12.9680 -0.096 0.148 0.228
H 6.3724 -11.6045 14.0643 0.197 0.091 0.003
H 5.3453 -9.3881 12.6723 -0.047 -0.171 0.094
C 5.5622 -20.1203 11.7607 0.251 0.623 -0.408
C 4.6032 -20.2870 10.6209 -0.154 -0.214 -0.697
O 3.8214 -21.4544 10.8472 -0.166 0.183 0.060
H 6.0925 -19.1746 11.6080 0.054 -0.097 0.130
H 6.3058 -20.9134 11.7443 -0.065 -0.170 0.330
H 5.0205 -20.0551 12.7015 0.069 -0.238 0.135
H 5.1464 -20.4081 9.6719 0.008 0.056 0.135
H 3.9881 -19.3866 10.4831 -0.139 -0.139 0.239
H 3.1601 -21.5170 10.1498 0.066 -0.029 -0.033
```
Positions in Å, forces in eV/Å.

The calculation puts the LUMO energy at 0.0137 Eh. As for the energy: -1858.221576 a.u. The calculation puts the energy relative to the best compared isomer or geometry (same formula, charge and spin) at 0.0 kcal/mol. The HOMO energy is -0.3637 hartree. The orbital gap is 10.3 eV.